{
  "formula": "C8H12AuCl5N2O9P3",
  "method": "the ωB97M-V functional and the def2-TZVPD basis",
  "elements": ["H", "H", "C", "Cl", "C", "H", "N", "O", "C", "O", "H", "H", "Au", "H", "Cl", "Cl", "H", "H", "O", "C", "H", "C", "C", "O", "H", "P", "O", "Cl", "H", "O", "Cl", "O", "H", "C", "O", "C", "O", "P", "N", "P"],
  "coordinates": [[4.147, 2.569, -2.269], [-1.060, -0.439, -3.949], [-1.211, -0.087, 4.771], [-1.385, -0.337, 6.452], [0.467, -1.223, -2.733], [-0.454, -3.943, 0.975], [-0.055, -3.005, 0.934], [3.667, 2.209, -1.512], [-2.292, 0.376, 4.018], [-0.753, 4.417, -1.503], [1.312, -0.762, -2.229], [0.809, -2.002, -3.413], [-0.840, 0.811, 0.073], [-0.821, -2.322, 1.040], [1.675, -0.423, 2.022], [-3.793, 0.692, 4.772], [0.589, -2.865, 1.718], [-0.584, 5.160, -0.909], [1.772, 0.693, -0.869], [0.010, -0.348, 4.151], [1.421, -2.011, -0.194], [0.147, -0.134, 2.778], [-0.922, 0.324, 2.023], [-1.498, -3.048, -2.119], [-0.353, 0.697, -2.932], [2.242, 1.654, -1.911], [-0.295, 2.735, 0.386], [1.336, -0.930, 5.066], [1.052, -3.678, -0.748], [-1.352, -1.022, -0.585], [-3.473, 1.125, 1.705], [-0.916, 1.892, -1.815], [0.466, 0.166, -4.262], [0.636, -2.745, -0.375], [1.305, 3.052, -1.682], [-2.140, 0.572, 2.648], [2.086, 1.316, -3.343], [-0.139, 3.035, -1.135], [-0.179, -0.140, -3.528], [-0.623, -2.036, -1.515]],
  "multiplicity": 1,
  "molar_mass_g_mol": 747.343,
  "gap_ev": 7.54,
  "total_charge": 1,
  "lumo_ev": -4.669,
  "homo_ev": -12.2,
  "relative_energy_kcal_mol": 0.0
}


{
  "formula": "C6H10",
  "method": "the ωB97M-V functional and the def2-TZVPD basis",
  "elements": ["C", "C", "H", "H", "H", "C", "H", "H", "H", "H", "C", "H", "C", "H", "H", "C"],
  "coordinates": [[-1.141, 0.078, -0.709], [0.571, 1.109, 1.145], [0.775, 2.224, -0.744], [-1.971, 0.721, -0.403], [-1.524, -1.397, 0.825], [1.181, 1.371, -0.206], [0.969, -1.644, -0.936], [-0.104, 1.861, 1.548], [1.218, 0.664, 1.900], [0.866, -1.723, 0.842], [0.225, 0.249, -0.044], [2.234, 1.163, -0.360], [-1.109, -1.370, -0.186], [-1.065, 0.112, -1.807], [-1.554, -2.146, -0.812], [0.429, -1.272, -0.055]],
  "multiplicity": 1,
  "molar_mass_g_mol": 82.146,
  "smiles": "C1CC2(C1)CC2",
  "gap_ev": 11.05,
  "lumo_ev": 1.217,
  "homo_ev": -9.8,
  "relative_energy_kcal_mol": 31.3
}


{
  "formula": "C15H23N5O4",
  "method": "the ωB97M-V functional and the def2-TZVPD basis",
  "elements": ["H", "O", "C", "C", "C", "H", "H", "H", "C", "C", "C", "H", "H", "H", "O", "H", "N", "O", "H", "O", "C", "H", "H", "N", "C", "H", "C", "C", "C", "H", "N", "H", "C", "C", "C", "H", "H", "N", "H", "H", "N", "H", "C", "H", "H", "H", "H"],
  "coordinates": [[-2.429, 0.823, 0.564], [-0.498, 2.593, -1.257], [-3.763, -0.073, -0.892], [4.422, 0.245, -0.090], [-1.541, 0.644, -2.146], [-5.881, -2.703, -0.438], [-3.549, 0.488, -2.958], [2.777, 2.128, 0.594], [3.012, 0.172, -0.487], [2.260, 1.542, -0.161], [0.956, 1.203, 0.620], [2.132, 2.276, -1.086], [0.366, 3.605, 2.479], [-0.112, -0.712, -2.756], [-0.380, 1.706, 2.521], [-5.842, -3.228, 1.846], [-0.999, -0.764, -2.099], [0.944, 3.255, 1.819], [-3.215, 1.835, -1.742], [-5.142, -2.635, 2.154], [-4.721, -0.961, -1.155], [-3.244, -0.770, 2.400], [-0.083, -0.388, -0.353], [6.643, -2.667, -0.634], [0.450, 2.079, 1.722], [4.175, -2.295, 1.269], [-0.751, 1.413, -1.211], [-3.623, -0.849, 1.380], [-3.229, 0.082, 0.349], [1.236, 0.297, 1.274], [5.159, -1.983, 1.257], [2.945, -0.151, -1.580], [-5.229, -1.836, -0.165], [5.764, -1.948, 0.040], [-3.086, 0.752, -1.996], [6.803, -3.563, -0.168], [4.858, 1.193, -0.397], [5.357, -0.753, -0.659], [6.022, -0.617, -1.512], [5.837, -2.291, 1.956], [-0.164, 0.671, -0.166], [4.433, 0.382, 0.988], [-4.714, -1.720, 1.173], [2.309, -0.574, -0.055], [-1.364, 1.144, -3.127], [-5.175, -0.942, -2.164], [-1.617, -1.299, -2.700]],
  "multiplicity": 1,
  "molar_mass_g_mol": 337.380,
  "smiles": "[H]/N=C(\\N)NCCC[C@H](NC(=O)[C@@H](N)Cc1ccc(O)cc1)C(=O)O",
  "gap_ev": 9.09,
  "lumo_ev": 0.487,
  "homo_ev": -8.6,
  "relative_energy_kcal_mol": 91.1
}


{
  "formula": "C35H32ClLuN2O5Te",
  "method": "the ωB97M-V functional and the def2-TZVPD basis",
  "elements": ["H", "C", "C", "C", "H", "C", "Lu", "H", "O", "C", "C", "C", "H", "C", "H", "H", "Te", "H", "C", "C", "C", "H", "C", "H", "H", "C", "C", "C", "H", "H", "C", "H", "C", "N", "C", "H", "H", "C", "O", "H", "C", "H", "O", "C", "H", "H", "C", "H", "C", "H", "C", "H", "H", "H", "H", "H", "C", "C", "H", "C", "C", "Cl", "C", "N", "C", "H", "C", "O", "C", "C", "C", "H", "C", "H", "O", "H", "H"],
  "coordinates": [[-4.393, -1.240, -3.828], [0.061, 4.728, 5.077], [-0.931, 2.514, 5.129], [-0.031, -2.589, -4.027], [6.231, 1.352, -2.592], [0.123, 4.655, 2.296], [-0.660, 1.678, 1.349], [-1.541, -4.433, -7.440], [-0.316, -0.326, 2.112], [-3.425, -0.941, -3.426], [0.565, 5.834, 4.353], [0.586, 5.796, 2.990], [0.930, 6.700, 4.896], [1.539, -1.681, -0.351], [-1.139, -2.381, 3.250], [0.400, 5.607, 7.019], [-0.597, -0.197, -1.943], [3.142, -2.609, 0.724], [-0.669, -2.604, -0.027], [-0.467, 3.668, 7.192], [-0.380, 3.532, 2.924], [-3.481, -0.951, -2.337], [1.413, -2.521, -3.599], [-2.412, -2.858, -1.258], [1.663, -4.310, 1.769], [1.255, -3.570, 1.092], [5.222, 1.515, -0.703], [-0.415, 3.591, 4.360], [-3.679, -2.869, -5.255], [1.703, -1.499, -3.354], [-1.695, -3.645, -5.445], [-1.363, 1.702, 7.047], [-0.958, 2.543, 6.496], [-2.885, 2.160, -0.048], [-2.331, -1.849, -3.941], [-0.487, 3.683, 8.276], [3.930, 1.667, 1.019], [-0.105, -3.555, 0.818], [1.565, 1.851, 1.210], [-1.336, 1.660, 4.605], [-2.160, -2.580, -0.233], [0.969, 6.645, 2.430], [-2.490, 0.982, 0.114], [2.872, 1.454, -2.176], [-3.124, -4.667, -6.692], [-1.752, -5.663, -6.197], [-1.437, -0.321, 2.696], [-0.753, -4.287, 1.288], [4.097, 1.382, -2.822], [1.585, -3.128, -2.708], [-1.012, -1.755, -3.473], [4.132, 1.309, -3.902], [-2.653, -3.281, 0.442], [0.174, 4.689, 1.208], [-3.243, 0.095, -3.720], [2.193, -0.953, -0.815], [2.815, 1.546, -0.790], [0.179, -1.668, -0.627], [2.065, -2.887, -4.393], [0.026, 4.733, 6.494], [-2.652, -2.796, -4.909], [-2.155, -1.345, 5.111], [5.275, 1.409, -2.086], [0.350, 1.476, -0.639], [-2.051, -4.658, -6.501], [0.380, -4.169, -5.412], [1.505, 1.609, -0.043], [-2.185, 0.678, 2.727], [2.080, -2.622, 0.510], [3.996, 1.585, -0.057], [-0.387, -3.524, -4.994], [-2.556, -1.578, -0.050], [-1.895, -1.612, 3.366], [1.951, 1.444, -2.745], [-2.063, 3.024, 0.358], [-2.845, -1.920, 2.937], [6.138, 1.546, -0.126]],
  "multiplicity": 2,
  "molar_mass_g_mol": 898.670,
  "gap_ev": [6.85, 5.44],
  "total_charge": -1,
  "lumo_ev": [2.174, 0.772],
  "homo_ev": [-4.7, -4.7],
  "relative_energy_kcal_mol": 0.0
}